ORCA calculation (wB97M-V/def2-TZVPD) on 12 unconnected molecules or ions with the total composition C42H111F6N5O22P.

Results
HOMO-LUMO gap	8.335	eV
net charge	-1
M	1183.325	Da
spin multiplicity	1
largest force on an atom	0.0588	Eh/bohr
energy	-4536.408914	a.u.

Cartesian coordinates (Å):
P (-0.10034, 0.09773, 0.66076)
F (-1.66938, 0.63748, 0.68634)
F (-0.37112, -1.11729, 1.67559)
F (-0.52532, -0.89628, -0.54060)
F (1.42881, -0.47184, 0.50204)
F (0.26401, 1.26921, -0.42797)
F (0.39414, 1.05738, 1.81207)
C (5.98961, 2.75887, 1.73562)
O (5.61467, 3.00659, 3.06472)
C (4.44448, 2.33621, 3.51174)
C (3.17003, 2.55304, 2.68395)
N (2.73023, 3.95085, 2.67048)
C (1.49026, 4.24034, 1.92450)
C (1.87255, 4.30878, 0.43533)
O (2.89270, 5.31356, 0.26383)
C (2.50479, 6.64705, 0.22821)
H (6.11787, 1.70410, 1.47154)
H (6.93118, 3.19595, 1.40311)
H (5.22522, 3.11536, 1.03899)
H (4.31080, 2.54702, 4.57089)
H (4.62329, 1.25695, 3.46916)
H (2.42729, 1.96116, 3.21937)
H (3.24471, 2.24471, 1.63933)
H (3.44218, 4.48376, 2.18716)
H (1.04629, 5.19375, 2.20837)
H (0.81444, 3.39963, 2.08656)
H (0.92145, 4.52326, -0.06390)
H (2.20082, 3.38575, -0.04084)
H (2.88002, 7.01332, 1.19015)
H (1.42868, 6.82344, 0.26758)
H (3.05063, 7.13489, -0.57906)
C (-3.05829, -6.61762, 0.95881)
O (-2.60003, -5.42919, 0.33778)
C (-3.35718, -4.28424, 0.68962)
C (-2.60660, -3.00072, 0.24403)
N (-3.21269, -1.84519, 0.84645)
C (-4.49537, -1.48712, 0.21003)
C (-5.06141, -0.18939, 0.77020)
O (-6.29794, 0.04100, 0.06847)
C (-6.79612, 1.33389, 0.31964)
H (-2.90765, -6.65998, 2.03912)
H (-2.71786, -7.53968, 0.48788)
H (-4.13769, -6.71513, 0.79899)
H (-3.60911, -4.23678, 1.75310)
H (-4.35611, -4.34293, 0.24586)
H (-2.51308, -2.93824, -0.84372)
H (-1.59420, -3.16651, 0.61564)
H (-2.59450, -1.06232, 0.68636)
H (-5.19612, -2.31976, 0.26260)
H (-4.20345, -1.37722, -0.83873)
H (-4.39205, 0.62381, 0.47797)
H (-5.18910, -0.16707, 1.85417)
H (-7.23353, 1.30877, 1.32061)
H (-7.64071, 1.58126, -0.32852)
H (-6.14914, 2.18673, 0.10259)
C (-6.04382, -0.44740, -8.59393)
O (-5.91836, 0.25966, -7.39783)
C (-5.17142, 1.45735, -7.54030)
C (-5.23875, 2.30154, -6.26321)
N (-4.56375, 1.68440, -5.12361)
C (-3.09963, 1.82791, -5.22193)
C (-2.28346, 1.07851, -4.14367)
O (-2.51862, -0.32729, -4.24193)
C (-1.61284, -1.02088, -3.40561)
H (-6.61953, -1.35385, -8.41539)
H (-5.07560, -0.70398, -9.03183)
H (-6.58000, 0.25324, -9.24214)
H (-5.52079, 2.04416, -8.39471)
H (-4.12601, 1.20787, -7.73986)
H (-6.25496, 2.40318, -5.87858)
H (-4.83554, 3.30053, -6.45625)
H (-4.79031, 2.09624, -4.22803)
H (-2.68758, 2.84131, -5.27980)
H (-2.70736, 1.36245, -6.12988)
H (-2.66757, 1.42861, -3.18160)
H (-1.22348, 1.25406, -4.33209)
H (-0.83029, -0.42346, -2.93162)
H (-1.08814, -1.75303, -4.02136)
H (-2.12334, -1.44856, -2.54090)
C (0.43066, 3.51739, -3.14357)
O (1.42320, 3.47535, -4.14115)
C (1.17818, 2.66481, -5.28258)
C (1.74408, 1.26306, -5.07561)
N (1.30246, 0.36541, -6.14996)
C (1.96943, -0.90443, -5.99418)
C (1.84832, -1.72964, -7.31327)
O (2.20405, -3.09599, -7.07954)
C (3.63042, -3.29425, -6.93046)
H (0.74916, 4.19161, -2.34981)
H (0.29459, 2.50718, -2.75115)
H (-0.50918, 3.91958, -3.53050)
H (1.68404, 3.17468, -6.10443)
H (0.11292, 2.65649, -5.53021)
H (1.39807, 0.89629, -4.10969)
H (2.81831, 1.45408, -5.12503)
H (1.41589, 0.80606, -7.05311)
H (1.51959, -1.36051, -5.11323)
H (3.05190, -0.77610, -5.89110)
H (2.25002, -1.17457, -8.16500)
H (0.78762, -1.82739, -7.55539)
H (3.93926, -2.92821, -5.95163)
H (4.07443, -2.71107, -7.73966)
H (3.81869, -4.35425, -7.08736)
C (6.01411, -3.86036, 6.59537)
O (5.56897, -3.55796, 5.30669)
C (5.82620, -2.34895, 4.72146)
C (4.79230, -2.04856, 3.64875)
N (3.40352, -1.97166, 4.18984)
C (2.39689, -2.08595, 3.11009)
C (1.98420, -3.55489, 2.92590)
O (1.68400, -4.19395, 4.14579)
C (1.41054, -5.55821, 4.04693)
H (7.10547, -3.89394, 6.63476)
H (5.67774, -4.87164, 6.82731)
H (5.58055, -3.23955, 7.38250)
H (6.82865, -2.28023, 4.28731)
H (5.76960, -1.54205, 5.46108)
H (4.94764, -2.76660, 2.83748)
H (5.03585, -1.08841, 3.18903)
H (3.43110, -2.81070, 4.75920)
H (2.74343, -1.66009, 2.17055)
H (1.52979, -1.54129, 3.48553)
H (2.84137, -4.01626, 2.42770)
H (1.11336, -3.52914, 2.26578)
H (2.38022, -6.06594, 4.05488)
H (0.80661, -5.79407, 3.16881)
H (0.92539, -5.94895, 4.94217)
C (1.17958, -3.58068, -1.47304)
C (0.79630, -4.97072, -0.93897)
O (1.92348, -5.44757, -0.18309)
O (2.00738, -3.76621, -2.63406)
H (1.47936, -2.89856, -0.67624)
H (0.22737, -3.16505, -1.80912)
H (0.38431, -5.66841, -1.66764)
H (0.01004, -4.79191, -0.19933)
H (1.71064, -6.32211, 0.15314)
H (2.79552, -4.18774, -2.27528)
C (4.29280, 0.64020, -0.64091)
C (3.41899, 0.11122, -1.77468)
O (3.91840, 0.46015, -3.06254)
O (5.55345, -0.02973, -0.62369)
H (3.86178, 0.54419, 0.35374)
H (4.50223, 1.70091, -0.81403)
H (2.36795, 0.39808, -1.71572)
H (3.45918, -0.97738, -1.71382)
H (3.78913, 1.41096, -3.14030)
H (5.86427, -0.03617, -1.53486)
C (-3.19046, 3.16544, 3.98768)
C (-2.84916, 1.71485, 4.13095)
O (-4.01364, 0.89641, 4.30240)
O (-2.04129, 3.82906, 3.44340)
H (-3.48787, 3.51354, 4.98034)
H (-4.01077, 3.43816, 3.32248)
H (-2.21710, 1.56181, 5.00744)
H (-2.38516, 1.34220, 3.21442)
H (-3.82442, 0.00006, 3.99722)
H (-1.20404, 3.35521, 3.46923)
C (-2.39594, -2.78543, 4.34013)
C (-1.23654, -1.91354, 4.75481)
O (-1.52517, -0.96480, 5.77694)
O (-3.42773, -1.97427, 3.73795)
H (-2.89122, -3.24880, 5.19412)
H (-2.10149, -3.56970, 3.64065)
H (-0.83899, -1.36373, 3.89717)
H (-0.36950, -2.46731, 5.12061)
H (-2.43556, -0.66431, 5.68417)
H (-3.23204, -1.82747, 2.80037)
C (0.56239, 1.78474, 5.86435)
C (1.19017, 0.55847, 5.23151)
O (2.62623, 0.67581, 5.24919)
O (0.72848, 2.96935, 5.08198)
H (1.10776, 1.95054, 6.79532)
H (-0.48621, 1.50352, 5.95076)
H (0.84776, 0.39428, 4.20597)
H (0.80921, -0.32578, 5.74987)
H (2.96158, -0.14261, 4.85165)
H (1.65062, 3.04759, 4.81431)
C (-3.65250, 5.11264, 0.28132)
C (-2.88785, 3.81182, -0.05174)
O (-3.42006, 3.00523, -1.07320)
O (-3.15667, 5.64663, 1.45851)
H (-4.72131, 4.88889, 0.37135)
H (-3.62362, 5.87841, -0.49471)
H (-2.91311, 3.16697, 0.83044)
H (-1.85053, 4.04423, -0.30534)
H (-2.81336, 2.27168, -1.20398)
H (-3.05068, 5.09681, 2.24521)

***

ORCA calculation (wB97M-V/def2-TZVPD) on 2 unconnected molecules or ions with the total composition C3H10NO2.

Results
ΔE to the lowest compared entry with this formula, charge and spin	18.0	kcal/mol
HOMO-LUMO gap	6.771	eV
net charge	-1
M	92.118	Da
spin multiplicity	1
largest force on an atom	0.0343	Eh/bohr
energy	-325.525997	a.u.

Cartesian coordinates (Å):
C (0.89268, 0.30110, -0.15845)
O (0.88254, -0.22436, -1.42698)
C (0.43528, -0.75926, 0.87557)
C (-1.08028, -0.64860, 1.07688)
N (0.83581, -2.09514, 0.43710)
H (0.18148, 1.15942, -0.11057)
H (1.86842, 0.79816, 0.06728)
H (0.88209, -0.57850, 1.86313)
H (-1.60344, -0.65035, 0.12003)
H (-1.41707, -1.55964, 1.58400)
H (-1.37329, 0.24117, 1.62912)
H (1.02133, -1.99396, -0.56495)
H (1.71336, -2.26537, 0.91852)
H (-1.22232, 1.98197, -2.10696)
H (-0.71831, 3.40166, -1.80381)
O (-1.29829, 2.89170, -2.39990)

***

ORCA calculation (wB97M-V/def2-TZVPD) on a molecular structure, C23H45N2O3P3Re.

Results
HOMO-LUMO gap (alpha / beta)	6.658 / 5.966	eV
expectation value of S²	3.806
net charge	+4
M	676.753	Da
spin multiplicity	4
largest force on an atom	0.1002	Eh/bohr
energy	-2339.377193	a.u.

Cartesian coordinates (Å):
P (2.59749, -0.54921, -0.04018)
C (3.41527, -0.54592, 1.57779)
H (4.49652, -0.66008, 1.38691)
H (3.01972, -1.34846, 2.21410)
H (3.18508, 0.40818, 2.07606)
C (2.86361, -2.18358, -0.77513)
H (2.86398, -2.12698, -1.86561)
H (2.04626, -2.85371, -0.47269)
H (3.83057, -2.57541, -0.42060)
C (3.51947, 0.75733, -0.88832)
H (4.52452, 0.36007, -1.07036)
H (3.51153, 1.64034, -0.23502)
H (3.04924, 1.06692, -1.82447)
P (-0.82079, 2.64527, -0.86625)
C (-1.10028, 3.67154, 0.63267)
H (-1.50892, 4.63234, 0.29735)
H (-0.15959, 3.84414, 1.18917)
H (-1.86690, 3.18478, 1.26366)
C (0.52519, 3.54636, -1.75511)
H (0.49091, 3.37778, -2.84334)
H (1.51180, 3.23414, -1.34215)
H (0.42689, 4.62139, -1.58585)
C (-2.53654, 2.63902, -1.54083)
H (-2.74673, 3.64436, -1.92222)
H (-3.21316, 2.45117, -0.68703)
H (-2.72001, 1.88908, -2.32067)
P (-1.85574, -1.87731, -0.02904)
C (-2.55010, -2.30302, 1.58878)
H (-3.29779, -3.09491, 1.43419)
H (-3.00340, -1.41961, 2.06003)
H (-1.78011, -2.68246, 2.27568)
C (-3.30660, -1.50417, -1.05085)
H (-4.11660, -2.19021, -0.76614)
H (-3.06854, -1.58468, -2.11319)
H (-3.60005, -0.45858, -0.87995)
C (-0.96871, -3.37228, -0.51442)
H (-1.71678, -4.09626, -0.86799)
H (-0.42490, -3.77188, 0.35030)
H (-0.22642, -3.16949, -1.29065)
Re (-0.11705, 0.25747, -1.26992)
C (0.91402, 1.03463, 0.29203)
O (1.19208, 1.61263, 1.28865)
C (-1.36780, 0.35568, 0.31402)
O (-1.77956, 0.66962, 1.40649)
C (-1.31375, -0.08991, -3.20226)
C (-0.76027, -1.37236, -3.06816)
C (0.62148, -1.55844, -3.03746)
C (1.47846, -0.46851, -3.15956)
C (0.94483, 0.82872, -3.18905)
C (-0.45572, 1.02618, -3.31597)
H (-2.38349, 0.06723, -3.21493)
H (-1.41554, -2.22365, -2.91930)
H (1.02462, -2.51507, -2.74615)
H (2.55564, -0.58358, -3.08174)
H (1.61509, 1.66995, -3.22362)
H (-0.85712, 2.01355, -3.52128)
C (1.11663, -3.51260, 2.57052)
N (0.75632, -2.78645, 3.76645)
C (0.75477, -3.49881, 5.02072)
C (0.73110, -2.52731, 6.17468)
C (-0.29161, -1.44081, 5.97136)
N (-0.00463, -0.78126, 4.72381)
C (-0.44994, 0.57578, 4.53997)
C (0.42194, -1.46946, 3.62252)
O (0.47450, -0.94817, 2.48904)
H (0.34192, -4.25142, 2.33610)
H (2.02654, -4.07335, 2.78608)
H (1.25900, -2.81848, 1.73395)
H (-0.10213, -4.19808, 5.04137)
H (1.70321, -4.04234, 5.07619)
H (1.71938, -2.06893, 6.27542)
H (0.55650, -3.04312, 7.11825)
H (-0.26102, -0.68354, 6.75947)
H (-1.28877, -1.91101, 5.98271)
H (-1.46352, 0.63553, 4.11359)
H (-0.47314, 1.06606, 5.51545)
H (0.25464, 1.10393, 3.89023)

***

ORCA calculation (wB97M-V/def2-TZVPD) on a molecular structure, C41H46N3O4PPtS3SiTe.

Results
ΔE to the lowest compared entry with this formula, charge and spin	87.8	kcal/mol
HOMO-LUMO gap	6.016	eV
M	1122.775	Da
spin multiplicity	1
largest force on an atom	0.0296	Eh/bohr
energy	-4267.975437	a.u.

Cartesian coordinates (Å):
Pt (0.44160, 0.64674, -1.11922)
S (-2.66499, 0.64737, -6.02639)
C (-3.70592, 0.21221, -7.30817)
C (-4.63070, -0.70135, -6.91131)
C (-4.48550, -1.05751, -5.54009)
C (-3.45493, -0.41223, -4.92044)
C (-3.03089, -0.51106, -3.50805)
C (-1.80859, -0.01496, -3.08360)
N (-1.46008, -0.01088, -1.79641)
C (-2.29083, -0.50338, -0.87831)
C (-3.45930, -1.19301, -1.20855)
C (-4.23295, -1.96388, -0.24570)
C (-3.85048, -2.39379, 0.97918)
C (-2.63390, -2.22019, 1.72594)
C (-2.51465, -2.76518, 2.99961)
C (-1.44708, -2.49967, 3.83350)
C (-0.57024, -1.49893, 3.35756)
N (-0.58542, -0.95968, 2.16855)
C (-1.49193, -1.45446, 1.22050)
C (-1.23646, -3.14682, 5.13635)
C (-0.16372, -3.05372, 5.97941)
C (-0.28762, -3.85515, 7.15565)
C (-1.44692, -4.55649, 7.19282)
S (-2.39933, -4.24088, 5.79980)
C (-3.83049, -1.12573, -2.54721)
H (-3.58216, 0.66332, -8.28157)
H (-5.38698, -1.11237, -7.56671)
H (-5.12014, -1.78058, -5.04334)
H (-1.08285, 0.39817, -3.77499)
H (-5.20941, -2.28173, -0.59577)
H (-4.59424, -2.98905, 1.50409)
H (-3.33111, -3.39009, 3.35628)
H (0.17786, -1.08788, 4.03451)
H (0.70588, -2.44643, 5.76474)
H (0.46473, -3.90608, 7.93186)
H (-1.80422, -5.23333, 7.95400)
H (-4.76661, -1.58907, -2.84084)
C (0.00255, -5.93565, 1.39104)
C (0.83990, -4.79405, 0.86658)
O (0.16151, -3.55573, 1.15599)
P (-0.38063, -2.57698, 0.04392)
O (-1.92324, -0.30059, 0.39652)
Te (1.45000, -1.74936, -1.30887)
O (-1.36339, -3.50948, -0.80585)
C (-1.44554, -3.62723, -2.24223)
C (-0.74806, -4.88066, -2.70783)
H (0.48791, -6.88988, 1.17423)
H (-0.98440, -5.92226, 0.92485)
H (-0.12586, -5.84024, 2.47082)
H (1.01376, -4.88844, -0.20834)
H (1.80585, -4.73960, 1.36315)
H (-1.00995, -2.74466, -2.71017)
H (-2.50813, -3.65053, -2.47319)
H (0.32971, -4.80718, -2.54327)
H (-0.92082, -5.02401, -3.77725)
H (-1.12809, -5.75238, -2.17197)
C (3.78246, 6.44190, 1.74111)
C (2.58484, 5.55144, 1.53932)
C (1.94607, 5.47554, 0.30506)
C (0.89670, 4.58907, 0.09330)
C (0.47944, 3.78462, 1.13780)
C (1.08801, 3.85277, 2.38251)
C (2.13054, 4.74132, 2.57867)
S (-0.77291, 2.54201, 0.84683)
C (-2.17513, 3.49943, 1.39733)
O (-0.92695, 2.47015, -0.68299)
H (3.87298, 7.17476, 0.93954)
H (4.69559, 5.84026, 1.75311)
H (3.72771, 6.97332, 2.69214)
H (2.28655, 6.10258, -0.51278)
H (0.41788, 4.49642, -0.87361)
H (0.77210, 3.19515, 3.18641)
H (2.62532, 4.78044, 3.54256)
H (-2.26801, 4.35779, 0.73069)
H (-1.99155, 3.81304, 2.42516)
H (-3.05581, 2.85891, 1.34208)
C (3.20213, 0.82887, -3.40802)
Si (2.57655, 2.26348, -2.37922)
C (1.08550, 3.01893, -3.24122)
C (3.87797, 3.60225, -2.46248)
N (2.13627, 1.65805, -0.80592)
C (2.81060, 1.63637, 0.41450)
C (2.29892, 0.92436, 1.51460)
C (2.94863, 0.92386, 2.73937)
C (4.12790, 1.63404, 2.93134)
C (4.65504, 2.32703, 1.84934)
C (4.02044, 2.32495, 0.61504)
H (3.71240, 1.17052, -4.31668)
H (2.37905, 0.17287, -3.70996)
H (3.91267, 0.23493, -2.82015)
H (1.18104, 2.87543, -4.32550)
H (1.03901, 4.09730, -3.05320)
H (0.13096, 2.59333, -2.92783)
H (3.82868, 4.03981, -3.46648)
H (4.89038, 3.21362, -2.31671)
H (3.70555, 4.40144, -1.73513)
H (1.37620, 0.36516, 1.39668)
H (2.52226, 0.35641, 3.56149)
H (4.62793, 1.63764, 3.89253)
H (5.58682, 2.87196, 1.96131)
H (4.46876, 2.86315, -0.20774)